Entry 1:
A molecular structure, C25H26BrF4O2P2S2W, computed with ωB97M-V with the def2-TZVPD basis set.

Output
**Relative energy (zero: lowest compared OMol25 entry of this formula, charge and spin)**: 13.1 kcal/mol
**HOMO (alpha / beta)**: -0.39140 / -0.39097 Ha

Geometry as ORCA input:
```
! RIJCOSX wB97M-V def2-TZVPD def2/J DEFGRID3
* xyz 1 1
W -0.34736 1.61903 1.13672
Br -1.86633 3.35176 -0.06803
S 1.47688 2.39400 -0.49358
S 1.62957 1.01390 2.39498
P -1.83017 0.04974 0.00941
P 2.65612 1.22691 0.65640
F -6.10312 0.21223 -2.91657
F -4.21833 -1.09191 -1.52445
F -6.07444 2.92155 -3.04238
F -4.14644 4.31602 -1.75587
O 4.04333 1.83624 1.03298
O 2.86405 -0.10396 -0.15660
C 2.06508 -2.22862 0.68760
C 0.56052 -1.40247 -2.94815
C -3.17472 0.92475 -0.89329
C -1.08592 -1.05249 -1.22449
C -1.50747 1.71990 2.62610
C 0.11088 -2.70387 -3.11452
C 4.73129 3.95140 0.04804
C 5.16524 1.77339 -1.17278
C -5.15946 0.89558 -2.29141
C 5.04938 2.47740 0.16096
C -3.19213 2.30654 -0.97901
C 4.31635 -1.33504 1.44121
C -0.03410 -0.57828 -2.00465
C -3.95753 -0.72874 1.65297
C -4.15525 2.98923 -1.69322
C -4.51863 -1.47652 2.67737
C -0.94392 -3.17849 -2.34578
C 3.29937 -1.42747 0.32281
C -2.66905 -1.01069 1.21236
C -5.14749 2.28068 -2.35551
C -1.93755 -2.03267 1.81702
C -3.79317 -2.49837 3.27132
C -1.54640 -2.35760 -1.40731
C -2.50256 -2.77495 2.84139
C -4.17678 0.23844 -1.56771
H -4.23381 -3.07898 4.07062
H 1.38221 -2.29163 -0.16083
H 5.96079 2.33699 0.74021
H 3.85508 -1.00460 2.37259
H -1.30263 -4.19007 -2.48150
H 4.74323 -2.32327 1.61071
H 4.60534 4.39475 1.03457
H -1.59229 0.87794 3.32383
H -0.92828 -2.25135 1.48834
H -4.53000 0.07420 1.20482
H 5.37323 0.71086 -1.05248
H 0.57764 -3.34868 -3.84751
H -1.93372 -3.57028 3.30449
H -2.37203 -2.73412 -0.82024
H 3.82923 4.11972 -0.53906
H 5.13005 -0.65600 1.18809
H -5.52468 -1.25942 3.01049
H 4.25819 1.89436 -1.76826
H -2.12434 2.56126 2.94379
H 2.36083 -3.23944 0.97196
H 1.37801 -1.02333 -3.54701
H 5.99091 2.22030 -1.72687
H 1.55271 -1.77094 1.53444
H 0.33965 0.42913 -1.87229
H 5.56077 4.45483 -0.44970
H 3.76412 -1.84878 -0.56758
*
```

---

Entry 2:
A molecular structure, C27H38IrN3O2S2Si, computed with ωB97M-V with the def2-TZVPD basis set.

Output
**HOMO (alpha / beta)**: -0.46599 / -0.50213 Ha

Geometry as ORCA input:
```
! RIJCOSX wB97M-V def2-TZVPD def2/J DEFGRID3
* xyz 2 5
Ir 9.59651 -16.37209 -7.59297
S 9.48908 -17.42966 -9.58044
S 11.93468 -16.67992 -7.53317
Si 6.89998 -16.65196 -5.45131
O 9.68900 -14.87355 -6.24858
O 11.03893 -16.04581 -4.90639
N 9.76159 -12.69189 -4.58547
N 11.25435 -19.09398 -10.62941
N 13.47107 -17.84789 -9.41069
C 7.04481 -20.85649 -9.47949
C 11.05793 -13.64288 -4.74517
C 12.22065 -17.55947 -9.02815
C 10.40214 -13.41088 -2.41072
C 9.66616 -21.65748 -9.76439
C 6.23442 -14.89884 -5.58434
C 5.55112 -17.99727 -5.41964
C 15.17125 -15.29749 -10.86460
C 14.35680 -13.22550 -9.18539
C 7.86331 -20.18018 -10.37647
C 8.10469 -16.86868 -4.00504
C 11.12670 -18.07670 -9.76852
C 14.92813 -12.95259 -10.43591
C 14.61092 -16.99576 -9.05197
C 8.89375 -22.18343 -8.72756
C 10.11386 -19.66622 -11.37088
C 14.27713 -14.50251 -8.71505
C 7.56715 -21.84255 -8.61085
C 15.38639 -13.99380 -11.26508
C 9.49175 -12.42501 -3.09379
C 11.57185 -13.66741 -3.34934
C 13.68260 -18.80168 -10.52532
C 12.57902 -19.81082 -10.60073
C 14.62002 -15.58367 -9.60178
C 9.20796 -20.55937 -10.52200
C 10.59762 -14.97165 -5.34856
C 7.54263 -16.99260 -7.17952
H 15.52013 -17.47870 -9.47708
H 5.11667 -17.93334 -4.39548
H 6.04249 -18.98905 -5.49972
H 4.75753 -17.89995 -6.22038
H 9.53560 -18.77506 -11.63427
H 8.41236 -12.56676 -2.86994
H 6.96040 -22.34583 -7.87516
H 12.62986 -20.49465 -9.73163
H 9.87183 -14.36583 -2.15705
H 7.46955 -19.28728 -10.86258
H 7.56128 -18.11553 -7.40988
H 5.65822 -14.58276 -4.72954
H 6.81638 -16.63686 -7.90964
H 14.76501 -16.91623 -7.96875
H 13.96477 -14.69345 -7.70393
H 15.73879 -13.79266 -12.29189
H 12.72461 -20.40699 -11.51827
H 8.96308 -13.12745 -5.02777
H 13.81127 -18.18455 -11.46715
H 11.67418 -13.09418 -5.44428
H 15.05789 -11.96010 -10.78161
H 14.65328 -19.29065 -10.44430
H 5.58271 -14.87344 -6.47779
H 9.87353 -11.80691 -5.08947
H 15.32982 -16.16634 -11.54630
H 12.39301 -12.98245 -3.25029
H 9.79988 -11.38725 -2.91868
H 9.09895 -17.18750 -4.39211
H 9.41268 -22.78467 -7.96937
H 8.26514 -15.89905 -3.46418
H 7.02153 -14.15250 -5.71017
H 5.99863 -20.58600 -9.35817
H 10.73197 -13.02575 -1.43984
H 10.64063 -22.15671 -9.82776
H 7.67746 -17.60503 -3.26646
H 14.06042 -12.39218 -8.57725
H 12.01242 -14.68455 -3.19541
H 10.52858 -20.11829 -12.27596
*
```

---

Number 1: F_max 0.71 eV Å⁻¹, E_tot -5638.19488 a.u.. Number 2: F_max 3.31 eV Å⁻¹, E_tot -2555.98302 a.u..